1.
Here is the molecule C4H5NO at a distorted geometry from the Open Molecules 2025 dataset. Energies are from ωB97M-V/def2-TZVPD.

Computed properties:
Total charge ... 0
Energy ... -7760.5475 eV
SMILES ... C#C/C(C)=N/O
LUMO level ... 0.124 eV
E_HOMO ... -9.0 eV

XYZ file:
```
11
Properties=species:S:1:pos:R:3:lowdin_charge:R:1
C -0.7485 0.1481 -2.0722 0.13
C -0.0400 -0.5426 -1.3685 -0.06
C 0.2103 -0.6899 0.0436 -0.38
C 1.2620 0.1407 0.7263 -0.03
N -0.9021 -1.1463 0.5376 0.02
O -1.3782 -0.1441 1.4319 -0.08
H -1.3828 0.7532 -2.6767 0.04
H 2.2378 -0.3431 0.5824 0.09
H 1.3290 1.1435 0.2930 0.09
H 1.0518 0.2099 1.7948 0.08
H -1.6393 0.4706 0.7078 0.10
```

2.
Here is a cluster of 2 separate species, C3H10N3 in total at a distorted geometry from the Open Molecules 2025 dataset. Energies are from ωB97M-V/def2-TZVPD.

Computed properties:
Total charge ... +1
Energy ... -7736.6189 eV
LUMO level ... -4.202 eV
E_HOMO ... -13.8 eV

XYZ file:
```
16
Properties=species:S:1:pos:R:3:lowdin_charge:R:1
C -0.1455 -1.6088 1.5845 0.09
C 0.4964 -1.2808 0.4647 -0.09
C 1.0314 0.0439 0.0360 -0.38
N 1.6850 0.1180 -1.1364 0.20
N 0.8270 1.0544 0.7997 0.25
N -1.9857 1.0270 -0.9504 -0.05
H -0.4856 -2.6341 1.6330 0.08
H -0.5140 -0.8854 2.3879 0.11
H 0.8568 -2.1069 -0.1079 0.10
H 1.7098 -0.7365 -1.7297 0.16
H 1.9567 1.0897 -1.4114 0.16
H 1.1873 1.9367 0.6287 0.13
H 0.2335 0.7749 1.5483 0.11
H -2.9473 1.4547 -0.6679 0.06
H -2.3001 0.1103 -1.3397 0.02
H -1.6057 1.6428 -1.7393 0.04
```

3.
Here is a structure of composition C18H12F3I3IrNO3S at a distorted geometry from the Open Molecules 2025 dataset. Energies are from ωB97M-V/def2-TZVPD.

Computed properties:
Total charge ... +1
Multiplicity ... 2
Expectation value of S² ... 0.78
Energy ... -72614.3227 eV
LUMO level (spin up / spin down) ... -4.275 / -6.537 eV
E_HOMO (spin up / spin down) ... -10.7 / -10.7 eV

XYZ file:
```
42
Properties=species:S:1:pos:R:3:lowdin_charge:R:1
Ir -0.3011 0.1000 -0.1885 0.69
O -0.7381 2.1716 0.0577 -0.29
N -2.0170 2.4955 0.1006 -0.18
C -2.2870 3.7856 0.4134 0.02
C -3.5783 4.2310 0.4457 0.00
C -4.6166 3.3380 0.1562 -0.02
C -4.3211 2.0343 -0.1467 -0.06
C -2.9897 1.5937 -0.1748 -0.57
S -2.5953 -0.0515 -0.5447 0.80
H -1.4119 4.3820 0.6205 0.16
H -3.7716 5.2629 0.6973 0.13
H -5.6453 3.6692 0.1774 0.13
H -5.0973 1.3142 -0.3646 0.12
I -0.8062 -0.2258 2.4124 1.13
C 0.9155 -1.0560 3.4038 -1.02
I 2.0667 -2.3416 2.2082 0.93
H 0.5079 -1.6083 4.2424 -0.02
H 1.5124 -0.1996 3.6856 -0.03
I 0.2337 0.5897 -2.6972 1.33
C 0.3075 -1.4407 -3.1240 -0.58
C 0.6274 -1.8488 -4.3863 -0.13
C 0.6937 -3.2270 -4.6515 -0.06
C 0.4257 -4.1198 -3.6537 -0.01
C 0.0777 -3.6898 -2.3529 -0.16
C -0.2459 -4.6368 -1.3550 -0.02
C -0.6442 -4.2199 -0.1230 -0.08
C -0.6982 -2.8477 0.1806 -0.25
C -0.3155 -1.8563 -0.7107 -0.42
C 0.0293 -2.3016 -2.0433 -0.24
H 0.8309 -1.1344 -5.1729 0.10
H 0.9517 -3.5663 -5.6449 0.12
H 0.4676 -5.1838 -3.8485 0.12
H -0.1961 -5.6905 -1.5991 0.12
H -0.9184 -4.9412 0.6356 0.11
H -1.0456 -2.5803 1.1641 0.00
F 4.1437 1.2851 -0.4520 0.16
C 3.6717 1.7752 0.6923 -0.56
F 3.7431 3.1107 0.6372 0.17
F 4.4566 1.3520 1.6867 0.16
C 2.2105 1.3539 0.9700 -0.57
O 1.6914 1.6780 2.0158 0.02
O 1.6803 0.7093 -0.0102 -0.28
```

4.
Here is the molecule C7H10 at a distorted geometry from the Open Molecules 2025 dataset. Energies are from ωB97M-V/def2-TZVPD.

Computed properties:
Total charge ... 0
Energy ... -7416.7842 eV
SMILES ... C1C[C@H]2[C@@H]1[C@H]1C[C@@H]21
LUMO level ... 1.216 eV
E_HOMO ... -8.3 eV

XYZ file:
```
17
Properties=species:S:1:pos:R:3:lowdin_charge:R:1
C 0.1944 -1.4777 0.7206 -0.13
C 1.0298 -0.2755 1.2427 -0.13
C 1.0048 0.3651 -0.1775 -0.20
C 0.2175 -0.8661 -0.6981 -0.21
C -0.9099 0.0846 -1.0931 -0.23
C -1.5543 0.8583 0.0065 -0.03
C -0.1546 1.2841 -0.6708 -0.19
H 0.7046 -2.4443 0.7883 0.10
H -0.8037 -1.5639 1.1591 0.10
H 0.5765 0.3059 2.0514 0.10
H 2.0421 -0.5636 1.5480 0.10
H 1.9671 0.6521 -0.6108 0.13
H 0.5854 -1.4787 -1.5227 0.14
H -1.4142 0.0875 -2.0522 0.14
H -2.3900 1.4580 -0.3428 0.09
H -0.9680 1.2611 0.8274 0.09
H -0.0521 2.2538 -1.1237 0.12
```

5.
Here is the molecule C5H5N3 at a distorted geometry from the Open Molecules 2025 dataset. Energies are from ωB97M-V/def2-TZVPD.

Computed properties:
Total charge ... 0
Energy ... -9730.7116 eV
LUMO level (spin up / spin down) ... -2.221 / -2.220 eV
E_HOMO (spin up / spin down) ... -8.8 / -8.8 eV

XYZ file:
```
13
Properties=species:S:1:pos:R:3:lowdin_charge:R:1
C -2.2255 -1.0694 0.0588 -0.25
C -1.4434 1.4659 0.0478 -0.15
C 0.8305 1.0734 -0.1146 -0.27
C -1.7857 0.1743 0.1867 0.11
C 1.7029 -1.1771 0.0738 -0.12
N -2.8441 -2.0586 0.0227 0.19
N -0.1682 1.9354 -0.1624 0.00
N 0.6858 -0.2193 0.1401 0.00
H -2.2319 2.2162 -0.0660 0.13
H 1.6894 1.7783 -0.3320 0.15
H 2.6438 -0.7425 0.5309 0.12
H 1.4081 -2.0531 0.5386 0.06
H 1.7382 -1.3235 -0.9245 0.05
```

Energy above the lowest of the compared OMol25 structures with the same formula, charge and spin for the records above, in order: 137.9, 37.9, 24.9, 98.0, 110.2 kcal per mole